{
  "formula": "CH2F2O2",
  "method": "ωB97M-V/def2-TZVPD",
  "relative_energy_kcal_mol": 21.5,
  "fmax_ev_per_a": 5.83,
  "homo_energy_ev": -12.260,
  "multiplicity": 1,
  "e_tot_ev": -10599.219,
  "species": ["C", "O", "O", "F", "F", "H", "H"],
  "xyz": [[0.329605, -0.013488, -0.032709], [-0.822305, -0.704179, -0.210260], [-0.050456, 1.464941, -0.023377], [0.918128, -0.319579, 1.191223], [1.321066, -0.252060, -0.993487], [-0.735973, -1.542391, 0.149274], [-0.960065, 1.366755, -0.080661]],
  "atomic_forces_ev_per_a": [[0.679, 3.262, 0.567], [0.605, 2.743, -1.292], [4.140, -4.109, -0.132], [-0.706, 0.293, -1.734], [-1.973, 0.446, 1.635], [0.281, -2.812, 1.126], [-3.025, 0.177, -0.169]],
  "mulliken_charge": [0.8012, -0.4786, -0.4492, -0.2461, -0.2283, 0.3028, 0.2983]
}